# 1
A 2-piece molecular cluster, H5N3S overall. Source: OMol25; level of theory: wB97M-V/def2-TZVPD.

Last column: Mulliken charge in e.
CARTESIAN COORDINATES (ANGSTROEM)
S (-1.305, 0.003, -0.424)  -0.12
N (3.362, 0.245, -0.400)  -0.18
H (2.492, -1.284, 0.459)  0.20
N (-2.897, 0.231, 0.232)  -0.53
H (3.087, 0.913, 0.385)  0.19
H (-1.270, 1.112, -1.222)  0.14
N (2.982, -0.905, -0.333)  -0.20
H (-2.883, 0.239, 1.242)  0.25
H (-3.568, -0.553, 0.061)  0.25

Atoms 1-2, force components in eV/Å:
S -0.633 0.242 -0.051
N -0.214 1.600 0.413

Output
ΔE to the lowest compared entry with this formula, charge and spin: 116.9 kJ/mol
LUMO: 0.0242 hartree
HOMO-LUMO gap: 9.698 eV

---

# 2
C4H11NORb as an isolated structure. Source: OMol25; level of theory: wB97M-V/def2-TZVPD.

Last column: Mulliken charge in e.
CARTESIAN COORDINATES (ANGSTROEM)
C (-32.953, 1.976, -24.309)  -0.76
Rb (-31.517, 0.332, -21.426)  0.99
H (-33.191, 1.961, -27.006)  0.25
H (-31.866, 1.877, -24.377)  0.29
C (-33.579, 0.964, -25.250)  0.59
H (-34.880, 3.014, -22.487)  0.29
H (-33.172, 3.008, -24.604)  0.32
C (-33.387, -0.452, -24.761)  -1.21
H (-33.839, -0.612, -23.782)  0.24
H (-33.141, 0.359, -27.152)  0.25
H (-32.314, -0.666, -24.675)  0.29
C (-34.619, 1.954, -22.574)  -0.74
N (-32.885, 1.119, -26.531)  -0.71
H (-35.317, 1.466, -23.254)  0.32
O (-33.265, 1.767, -22.933)  -0.28
H (-34.809, 1.550, -21.575)  0.23
H (-34.655, 1.147, -25.363)  0.22
H (-33.803, -1.154, -25.481)  0.39

Atoms 1-2, force components in eV/Å:
C 0.268 0.239 0.144
Rb 0.078 -0.041 0.017

Output
Net charge: +1
ΔE to the lowest compared entry with this formula, charge and spin: 42.5 kJ/mol
LUMO: -0.1384 hartree
HOMO-LUMO gap: 8.792 eV